# 1
Density functional theory data (the ωB97M-V functional and the def2-TZVPD basis) for a cluster of 2 separate species, CH4N2S2 in total at a distorted geometry.

Its LUMO energy is 0.18 eV. Its largest force on an atom is 3.04 eV/Å. The charge is 0. For the gap between HOMO and LUMO, the calculation gives 8.024 eV. The value obtained for the molecular weight is 108.19 g mol⁻¹. The SMILES is [NH3+][S-].N=C=S.

Atoms and positions in Å:
N  0.97  0.63  0.81
S  0.16  1.94  -0.39
H  1.06  -0.26  0.29
H  1.95  0.74  1.07
H  0.18  0.41  1.39
N  -0.26  -1.06  -0.96
C  -1.29  -0.52  -0.56
S  -2.69  -0.12  0.08
H  -0.08  -1.76  -1.74

---

# 2
Density functional theory data (the ωB97M-V functional and the def2-TZVPD basis) for an isolated molecule of CH4N2S2 at a distorted geometry.

Its LUMO energy is 0.75 eV. Its largest force on an atom is 4.22 eV/Å. The charge is 0. For the gap between HOMO and LUMO, the calculation gives 9.911 eV. The value obtained for the molecular weight is 108.19 g mol⁻¹. The SMILES is SSN1CN1.

Atoms and positions in Å:
S  2.79  -0.65  0.13
S  1.29  0.43  0.79
N  -0.02  -0.45  -0.09
C  -1.29  -0.14  0.47
N  -0.84  0.61  -0.65
H  2.99  0.23  -0.97
H  -1.40  0.27  1.56
H  -2.15  -0.81  0.21
H  -1.37  0.50  -1.45

---

# 3
Density functional theory data (the ωB97M-V functional and the def2-TZVPD basis) for a cluster of 2 separate species, CH4N3O in total at a distorted geometry.

Its LUMO energy (alpha / beta) is -6.92 / -6.92 eV. Its largest force on an atom is 3.91 eV/Å. The charge is +1. For the gap between HOMO and LUMO (alpha / beta), the calculation gives 7.981 / 7.981 eV. The value obtained for the molecular weight is 74.06 g mol⁻¹.

Atoms and positions in Å:
C  -0.45  0.20  0.08
N  1.59  -2.04  0.23
N  -1.31  1.19  0.16
N  0.75  -0.07  -0.29
O  2.39  -2.25  -0.49
H  -1.07  -0.71  0.40
H  -2.28  0.92  0.37
H  -1.06  2.14  0.07
H  1.43  0.62  -0.53

---

# 4
Density functional theory data (the ωB97M-V functional and the def2-TZVPD basis) for an isolated molecule of CH4N3P at a distorted geometry.

Its LUMO energy is 0.19 eV. Its largest force on an atom is 3.86 eV/Å. The charge is 0. For the gap between HOMO and LUMO, the calculation gives 10.207 eV. The value obtained for the molecular weight is 89.04 g mol⁻¹. The SMILES is N#CP(N)N.

Atoms and positions in Å:
N  -2.75  2.12  -0.30
C  -1.95  1.34  -0.54
P  -0.74  -0.41  -1.00
N  0.74  0.46  -0.97
N  -0.65  -0.98  0.57
H  0.92  0.93  -1.86
H  0.72  1.19  -0.30
H  0.22  -0.78  1.01
H  -1.51  -0.97  1.14

---

# 5
Density functional theory data (the ωB97M-V functional and the def2-TZVPD basis) for a cluster of 2 separate species, CH4N4 in total at a distorted geometry.

Its LUMO energy is -13.03 eV. Its largest force on an atom is 4.52 eV/Å. The charge is +2. For the gap between HOMO and LUMO, the calculation gives 10.588 eV. The value obtained for the molecular weight is 72.07 g mol⁻¹.

Atoms and positions in Å:
C  -0.03  -0.06  -0.12
N  1.76  -3.14  -0.87
N  1.17  -2.29  -0.58
N  -0.70  -0.62  0.78
N  0.54  0.68  -0.93
H  -1.59  -0.56  1.24
H  -0.26  -1.55  0.92
H  1.10  1.52  -0.67
H  0.69  0.54  -2.00

---

# 6
Density functional theory data (the ωB97M-V functional and the def2-TZVPD basis) for an isolated molecule of CH4N4O at a distorted geometry.

Its LUMO energy is 0.81 eV. Its largest force on an atom is 3.89 eV/Å. The charge is 0. For the gap between HOMO and LUMO, the calculation gives 10.723 eV. The value obtained for the molecular weight is 88.07 g mol⁻¹. The SMILES is OCn1nn[nH]1.

Atoms and positions in Å:
O  -0.50  -1.17  0.71
C  -0.35  -0.41  -0.46
N  0.99  -0.11  -0.71
N  2.27  -0.98  -0.31
N  2.60  -0.02  0.48
N  1.53  0.69  0.29
H  0.38  -1.61  0.81
H  -0.71  0.60  -0.15
H  -0.66  -0.91  -1.33
H  1.37  1.64  0.74

---

# 7
Density functional theory data (the ωB97M-V functional and the def2-TZVPD basis) for an isolated molecule of CH4N4S at a distorted geometry.

Its LUMO energy is -0.77 eV. Its largest force on an atom is 3.47 eV/Å. The charge is 0. For the gap between HOMO and LUMO, the calculation gives 8.157 eV. The value obtained for the molecular weight is 104.14 g mol⁻¹. The SMILES is [H]/N=N\CNN=S.

Atoms and positions in Å:
H  -0.46  -1.94  0.06
N  0.59  -2.09  0.10
N  1.11  -1.01  -0.03
C  0.38  0.24  -0.20
N  -0.96  0.35  0.26
N  -1.84  -0.29  -0.47
S  -3.33  -0.05  -0.13
H  0.95  0.95  0.25
H  0.49  0.46  -1.32
H  -1.25  1.15  1.00

---

# 8
Density functional theory data (the ωB97M-V functional and the def2-TZVPD basis) for the ion CH4N5O2 with charge +1 at a distorted geometry.

Its LUMO energy is -6.40 eV. Its largest force on an atom is 5.60 eV/Å. The charge is +1. For the gap between HOMO and LUMO, the calculation gives 8.703 eV. The value obtained for the molecular weight is 118.08 g mol⁻¹. The SMILES is [H]/N=N/C=[NH+]/N[N+](=O)[O-].

Atoms and positions in Å:
H  -3.26  0.83  -2.07
N  -2.55  1.27  -1.53
N  -1.89  0.47  -0.90
C  -1.01  0.23  -0.02
N  0.33  0.17  -0.31
N  1.21  0.02  0.84
N  2.02  -1.02  0.93
O  2.03  -1.67  -0.12
O  2.77  -0.98  1.86
H  -1.39  0.10  0.99
H  0.77  -0.04  -1.28
H  0.97  0.62  1.59

---

# 9
Density functional theory data (the ωB97M-V functional and the def2-TZVPD basis) for a cluster of 2 separate species, CH4N6 in total at a distorted geometry.

Its LUMO energy is 0.85 eV. Its largest force on an atom is 4.72 eV/Å. The charge is 0. For the gap between HOMO and LUMO, the calculation gives 10.041 eV. The value obtained for the molecular weight is 100.08 g mol⁻¹.

Atoms and positions in Å:
C  0.83  0.79  0.18
N  -2.64  0.83  -0.63
N  2.57  -1.45  -1.61
N  -2.42  0.04  0.09
N  2.10  -0.81  -0.82
N  -1.84  -0.77  0.76
N  1.75  -0.28  0.18
H  0.61  1.24  -0.84
H  -0.10  0.50  0.72
H  1.43  1.49  0.85
H  -2.29  -1.58  1.12

---

# 10
Density functional theory data (the ωB97M-V functional and the def2-TZVPD basis) for a cluster of 2 separate species, CH4NO in total at a distorted geometry.

Its LUMO energy is 5.23 eV. Its largest force on an atom is 3.04 eV/Å. The charge is -1. For the gap between HOMO and LUMO, the calculation gives 6.846 eV. The value obtained for the molecular weight is 46.05 g mol⁻¹.

Atoms and positions in Å:
N  0.34  -0.88  0.02
C  0.22  -0.75  1.28
O  -0.35  1.30  -1.19
H  -0.66  -1.28  1.74
H  0.09  0.46  -0.70
H  -1.21  0.87  -1.23
H  0.58  0.11  1.86